Entry 1:
9
Properties=species:S:1:pos:R:3:forces:R:3:mulliken_charge:R:1 method="wB97M-V/def2-TZVPD" e_tot_ha=-354.5584 charge=+1 e_above_lowest_kcal_mol=80.68 orbital_gap_ev="8.51 / 7.31"
O -0.236335 -1.187737 -0.340316 0.13 -0.63 1.22 -0.16
N -0.005109 0.338248 -1.867101 1.24 1.76 -0.21 -0.18
N 0.146034 0.008760 3.288161 -0.28 0.24 0.57 0.15
N -0.130865 0.280401 4.311241 0.24 -0.23 -0.73 -0.16
C -0.180399 -0.914997 -1.629233 -0.66 -0.59 -1.73 0.15
C 0.082937 0.009544 0.136600 0.26 -1.74 1.24 0.43
C 0.157392 1.031267 -0.699643 -1.21 -0.73 -1.76 -0.09
H 0.399865 2.016736 -0.714048 0.56 2.67 0.57 0.46
H -0.233520 -1.582222 -2.485661 -0.29 -0.75 0.82 0.40

=====

Entry 2:
10
Properties=species:S:1:pos:R:3:forces:R:3:mulliken_charge:R:1 method="wB97M-V/def2-TZVPD" e_tot_ha=-429.6481 charge=+1 e_above_lowest_kcal_mol=163.90 orbital_gap_ev="6.79 / 6.79"
O -1.658474 1.627181 -1.506560 -0.97 4.27 -2.81 -0.49
O 2.050065 -0.099642 1.929223 -0.31 2.61 -1.57 -0.21
N 1.731399 0.482033 0.959467 1.22 -3.31 2.85 0.61
N -1.083155 -2.418216 0.854759 0.38 -2.91 1.31 -0.27
N -1.591504 0.713751 -0.859158 1.18 -3.54 2.19 0.59
C 1.298562 0.516602 -0.171873 -1.31 0.31 -2.03 -0.22
C -1.250754 -1.473352 0.261550 -0.51 2.86 -0.72 0.28
C -1.200948 -0.162611 -0.181149 -1.34 -1.05 0.03 0.06
H 0.594257 -0.368446 -0.262666 0.72 0.23 0.01 0.24
H 1.110554 1.182705 -1.023595 0.95 0.52 0.75 0.40

=====

Entry 3:
12
Properties=species:S:1:pos:R:3:forces:R:3:mulliken_charge:R:1 method="wB97M-V/def2-TZVPD" e_tot_ha=-580.7343 charge=-1 e_above_lowest_kcal_mol=63.37 orbital_gap_ev=7.40
O 0.286201 0.695888 -2.217508 -1.28 -1.26 -1.48 -0.41
O 1.143889 2.123845 -0.667155 0.21 1.24 1.36 -0.33
O 1.531214 -1.344095 0.875906 0.26 0.71 1.02 -0.73
O 1.051447 0.477094 2.079699 0.25 -0.20 0.23 -0.68
N -0.764746 -1.325401 -0.434644 0.26 -1.27 0.61 -0.50
N 0.764271 -0.391035 1.247724 -0.37 -0.86 -1.57 0.90
N -2.085213 1.577483 0.616983 0.20 -0.33 -0.32 -0.68
C -1.341889 0.685579 0.578638 0.29 0.60 1.46 0.72
C -0.433575 -0.403608 0.596730 -1.05 1.36 -1.41 -0.53
C 0.614348 1.399728 -1.376589 1.25 0.25 -0.04 0.70
H -0.233010 -1.293477 -1.312322 0.10 0.39 0.70 0.24
H -0.532937 -2.202000 0.012539 -0.12 -0.63 -0.55 0.30

=====

Entry 4:
9
Properties=species:S:1:pos:R:3:forces:R:3:mulliken_charge:R:1 method="wB97M-V/def2-TZVPD" e_tot_ha=-334.4601 smiles=N#Cc1c[nH]nn1 e_above_lowest_kcal_mol=40.80 orbital_gap_ev=10.26
N 1.241056 0.336308 -1.195029 -0.10 0.06 -0.13 -0.52
N -0.075384 0.245646 -1.397961 -0.01 0.13 -0.19 0.23
N 1.469189 0.000748 0.032201 0.00 -0.41 -0.40 -0.20
N -0.096006 0.272475 2.771551 -0.04 -1.15 1.72 -0.30
C -0.735718 -0.147959 -0.290092 0.20 -0.33 -0.23 -0.12
C 0.160299 -0.557850 2.007315 -0.35 2.33 -0.09 -0.02
C 0.288297 -0.342725 0.592740 0.06 -0.67 -0.61 0.32
H -0.442937 0.429357 -2.316337 0.01 0.10 0.01 0.22
H -1.808796 -0.236001 -0.204388 0.23 -0.06 -0.09 0.40